[1]
Here is a structure of composition C25H25IN3O4STeW in a non-equilibrium geometry from the OMol25 dataset. Energies are from wB97M-V/def2-TZVPD.

The maximum force is 1.40 eV Å⁻¹. The gap between HOMO and LUMO (alpha / beta) comes out at 0.21503 / 0.23713 hartree. Its total energy is -2463.6180 Eh. Its HOMO energy (alpha / beta) is -10.57 / -11.09 eV. Its relative energy (zero: lowest compared OMol25 entry of this formula, charge and spin) is 0.876 eV. As for the LUMO energy (alpha / beta): -0.1736 / -0.1703 hartree.

```
! RIJCOSX wB97M-V def2-TZVPD def2/J DEFGRID3
* xyz 1 3
W 0.04 0.36 -0.33
C -3.58 -2.75 1.61
C -2.97 -1.94 0.49
C -2.78 -0.58 0.63
C -2.31 0.22 -0.43
C -1.98 -0.41 -1.65
C -2.19 -1.78 -1.79
C -2.70 -2.53 -0.75
H -4.66 -2.63 1.60
H -3.21 -2.42 2.58
H -3.35 -3.81 1.50
H -3.06 -0.10 1.56
H -2.60 1.26 -0.45
H -1.82 0.19 -2.52
H -2.00 -2.24 -2.75
H -2.90 -3.58 -0.89
C 1.91 6.32 2.38
C 1.57 5.35 1.28
C 0.40 4.58 1.33
C 0.07 3.72 0.31
C 0.92 3.60 -0.79
C 2.07 4.37 -0.87
C 2.39 5.22 0.16
S 0.51 2.53 -2.13
O 0.93 3.18 -3.32
O -0.89 2.15 -1.90
N 1.16 1.03 -1.94
C 2.62 1.02 -1.76
C 2.90 1.23 -0.28
O 3.96 1.55 0.18
O 1.80 0.99 0.45
H 1.21 6.25 3.21
H 1.91 7.34 2.00
H 2.92 6.12 2.77
H -0.27 4.69 2.18
H -0.87 3.19 0.33
H 2.71 4.30 -1.75
H 3.30 5.81 0.10
H 3.12 1.77 -2.37
H 3.01 0.05 -2.04
I -0.37 2.47 5.49
C 0.03 1.22 3.91
C 1.09 0.35 3.76
N 0.96 -0.23 2.57
N -0.12 0.21 1.92
C -0.69 1.10 2.73
H 1.92 0.11 4.41
H 1.60 -0.84 2.09
H -1.61 1.59 2.45
Te 1.17 -2.02 -0.53
C 0.09 -3.58 0.41
C -0.21 -4.70 -0.36
C -0.83 -5.80 0.23
C -1.13 -5.78 1.59
C -0.82 -4.67 2.35
C -0.21 -3.56 1.77
H 0.04 -4.72 -1.42
H -1.05 -6.67 -0.37
H -1.61 -6.64 2.04
H -1.04 -4.66 3.42
H 0.03 -2.71 2.38
*
```

Here are the Löwdin charges for atoms 1 to 5, given in e: 1.338 -0.020 -0.238 -0.042 -0.271


[2]
Here is a cluster of 4 separate species, C16H44N4O4 in total in a non-equilibrium geometry from the OMol25 dataset. Energies are from wB97M-V/def2-TZVPD.

The maximum force is 1.48 eV Å⁻¹. The gap between HOMO and LUMO comes out at 0.35344 hartree. Its total energy is -1155.9150 Eh. Its HOMO energy is -8.90 eV. The SMILES is COC[C@H](C)N.COC[C@H](C)N.COC[C@H](C)N.COC[C@H](C)N. Its relative energy (zero: lowest compared OMol25 entry of this formula, charge and spin) is 0.150 eV. As for the LUMO energy: 0.0262 hartree.

```
! RIJCOSX wB97M-V def2-TZVPD def2/J DEFGRID3
* xyz 0 1
C -1.48 10.86 21.66
O -0.97 10.72 20.34
C -1.69 9.81 19.55
C -1.61 10.22 18.09
C -2.22 11.60 17.87
N -2.17 9.15 17.26
H -1.11 11.78 22.09
H -1.17 10.01 22.27
H -2.57 10.93 21.64
H -1.32 8.78 19.64
H -2.76 9.78 19.83
H -0.56 10.22 17.78
H -2.20 11.89 16.82
H -1.60 12.32 18.40
H -3.25 11.63 18.24
H -3.18 9.07 17.34
H -2.01 9.36 16.29
C 1.33 8.30 17.00
O 2.71 8.01 16.98
C 3.05 6.99 17.91
C 4.57 6.89 18.00
C 4.95 5.85 19.03
N 5.21 8.16 18.31
H 0.70 7.42 16.85
H 1.16 8.96 16.15
H 1.06 8.79 17.94
H 2.64 7.28 18.89
H 2.58 6.04 17.62
H 4.92 6.58 17.01
H 6.03 5.74 19.12
H 4.62 4.86 18.68
H 4.46 6.01 19.99
H 5.03 8.52 19.24
H 4.94 8.86 17.63
C 8.18 9.15 19.83
O 8.12 9.74 21.13
C 7.18 10.77 21.18
C 6.98 11.20 22.61
C 6.79 10.04 23.60
N 5.87 12.16 22.64
H 8.48 9.89 19.08
H 7.23 8.70 19.54
H 8.95 8.38 19.89
H 7.57 11.62 20.61
H 6.20 10.51 20.76
H 7.83 11.76 23.00
H 6.01 9.32 23.33
H 6.53 10.46 24.57
H 7.74 9.51 23.73
H 5.02 11.79 22.23
H 5.68 12.51 23.57
C 2.88 12.21 17.59
O 2.96 12.04 18.98
C 2.40 10.80 19.41
C 2.62 10.64 20.90
C 2.14 9.24 21.30
N 1.82 11.63 21.65
H 1.95 12.75 17.33
H 2.85 11.26 17.06
H 3.71 12.81 17.24
H 1.33 10.86 19.20
H 2.84 9.96 18.85
H 3.67 10.75 21.18
H 1.08 9.15 21.03
H 2.19 9.12 22.38
H 2.74 8.46 20.83
H 2.19 12.54 21.38
H 0.90 11.59 21.22
*
```

Here are the Löwdin charges for atoms 1 to 5, given in e: -0.092 -0.228 -0.219 -0.447 -0.049


[3]
Here is a cluster of 2 separate species, C4H12NO2P in total in a non-equilibrium geometry from the OMol25 dataset. Energies are from wB97M-V/def2-TZVPD.

The maximum force is 6.01 eV Å⁻¹. The gap between HOMO and LUMO (alpha / beta) comes out at 0.24813 / 0.31541 hartree. Its total energy is -706.0182 Eh. Its HOMO energy (alpha / beta) is -5.92 / -8.70 eV. Its relative energy (zero: lowest compared OMol25 entry of this formula, charge and spin) is 1.571 eV. As for the LUMO energy (alpha / beta): 0.0306 / -0.0045 hartree.

```
! RIJCOSX wB97M-V def2-TZVPD def2/J DEFGRID3
* xyz 0 3
C 0.93 0.86 -2.61
C -1.78 0.60 -3.00
C 0.29 -1.20 -0.73
C -0.40 0.09 -2.49
N 1.53 -0.18 4.13
O -0.94 -0.89 4.75
O -0.63 -0.74 -1.55
P -0.05 0.35 3.92
H 0.77 1.43 -3.50
H 1.12 1.52 -1.73
H 1.91 0.37 -2.67
H -2.11 1.29 -2.10
H -2.38 -0.27 -3.22
H -1.71 1.24 -3.89
H 1.37 -1.38 -1.08
H -0.02 -1.98 -0.06
H -0.29 -0.35 2.68
H 2.19 0.27 4.74
H 2.00 -0.39 3.23
H -1.78 -0.64 5.15
*
```

Here are the Löwdin charges for atoms 1 to 5, given in e: -0.058 -0.033 -0.015 -0.397 -0.269


[4]
Here is a structure of composition CH6N in a non-equilibrium geometry from the OMol25 dataset. Energies are from wB97M-V/def2-TZVPD.

The maximum force is 1.52 eV Å⁻¹. The gap between HOMO and LUMO comes out at 0.31840 hartree. Its total energy is -96.0238 Eh. Its HOMO energy is -17.44 eV. Its relative energy (zero: lowest compared OMol25 entry of this formula, charge and spin) is 4.485 eV. As for the LUMO energy: -0.3224 hartree.

```
! RIJCOSX wB97M-V def2-TZVPD def2/J DEFGRID3
* xyz 1 1
C 0.51 0.63 0.74
N -0.83 -0.65 -0.84
H 0.41 -0.22 1.41
H 1.54 0.93 0.55
H -0.19 1.47 0.70
H -0.64 -1.62 -0.54
H -0.42 -0.58 -1.78
H -0.38 0.06 -0.24
*
```

Here are the Löwdin charges for atoms 1 to 5, given in e: 0.345 0.211 0.096 0.103 0.109